No. 1
The following is a quantum chemistry calculation of C32H21BrF5N3O2RuS as an isolated structure in a non-equilibrium geometry, from the OMol25 dataset.

The geometry in XYZ format:
```
66
Properties=species:S:1:pos:R:3
Ru 0.1997 0.5544 1.9997
C -0.7765 0.9953 5.6540
C -0.5898 1.8280 4.4187
C -1.6861 2.3102 3.6968
C -1.5216 3.0464 2.5335
C -0.2442 3.3457 2.0721
C 0.8647 2.9085 2.7943
C 0.6906 2.1329 3.9507
H -0.6042 -0.0589 5.4198
H -1.7933 1.0838 6.0393
H -0.0733 1.2914 6.4362
H -2.6836 2.0929 4.0565
H -2.3898 3.4068 1.9951
H -0.1072 3.9490 1.1844
H 1.8540 3.2370 2.5126
H 1.5519 1.8427 4.5343
F 7.1575 -1.3329 2.1057
C 5.8530 -1.3626 2.1839
C 5.1353 -0.1787 2.1867
F 5.7667 0.9810 2.1072
C 3.7684 -0.2299 2.2663
F 3.1232 0.9398 2.2648
C 3.0595 -1.4305 2.3532
S 1.3425 -1.5512 2.5281
C 3.8257 -2.6023 2.3453
F 3.2320 -3.7752 2.4183
C 5.1965 -2.5739 2.2607
F 5.8925 -3.6948 2.2531
Br -5.8086 -3.2235 4.9419
C -4.9213 -2.9432 3.2993
C -5.3933 -3.5612 2.1545
C -4.7359 -3.3528 0.9488
C -3.6208 -2.5324 0.8918
C -3.1591 -1.9216 2.0488
C -3.8089 -2.1252 3.2639
C -1.9616 -1.0443 1.9812
O -1.4018 -0.8097 0.8839
O -1.4770 -0.5068 3.0499
H -6.2645 -4.2016 2.2051
H -5.1016 -3.8384 0.0509
H -3.1006 -2.3592 -0.0431
H -3.4395 -1.6501 4.1597
N 1.2821 0.2194 -5.2498
C 0.8372 0.3382 -6.5509
C 1.4200 0.0247 -7.7807
C 0.6722 0.3127 -8.8971
C -0.6147 0.8845 -8.8012
C -1.1792 1.1829 -7.5835
C -0.4317 0.9074 -6.4357
N -0.7476 1.1267 -5.1001
C 0.2860 0.7037 -4.4383
C 0.3809 0.7825 -2.9745
C 1.4991 0.3748 -2.2577
C 1.5108 0.5133 -0.8860
N 0.4839 1.0358 -0.1983
C -0.6032 1.4108 -0.8981
C -0.6908 1.3072 -2.2621
H 2.1580 -0.1774 -4.9651
H 2.4040 -0.4264 -7.8580
H 1.0818 0.0984 -9.8760
H -1.1664 1.0892 -9.7119
H -2.1711 1.6133 -7.5017
H 2.3674 -0.0521 -2.7440
H 2.3741 0.2091 -0.3184
H -1.4249 1.8112 -0.3253
H -1.5779 1.6251 -2.7933
```

Output
ΔE to the lowest compared entry with this formula, charge and spin in kcal per mole: 16.5
LUMO level (alpha / beta) in eV: -3.0 / -5.6
HOMO-LUMO gap (alpha / beta) in eV: 7.8 / 5.2
<S²>: 8.777
Net charge: +1
2S+1: 6

Results of the natural (NBO) charge analysis, in e, for atoms 1 through 5:
1. Ru 1.30
2. C -0.65
3. C 0.02
4. C -0.17
5. C -0.21

***

No. 2
The following is a quantum chemistry calculation of C32H21BrF5N3O2RuS as an isolated structure, from the OMol25 dataset.

The geometry in XYZ format:
```
66
Properties=species:S:1:pos:R:3
Ru 2.2137 -0.5474 0.3770
C 0.1993 -3.6108 0.6155
C 1.5282 -3.0956 1.0846
C 2.6405 -3.0869 0.2313
C 3.8956 -2.6641 0.6924
C 4.0529 -2.2404 2.0086
C 2.9524 -2.2329 2.8636
C 1.7075 -2.6472 2.4028
H 0.0451 -3.4082 -0.4442
H -0.6223 -3.1774 1.1839
H 0.1636 -4.6944 0.7460
H 2.5333 -3.4167 -0.7948
H 4.7346 -2.6506 0.0108
H 5.0201 -1.9042 2.3559
H 3.0633 -1.8934 3.8850
H 0.8543 -2.6352 3.0700
F 1.9560 4.2362 -3.1109
C 2.2346 3.5765 -2.0012
C 1.2697 3.4461 -1.0147
F 0.0720 3.9935 -1.1814
C 1.5628 2.7334 0.1297
F 0.6190 2.6234 1.0633
C 2.8023 2.1134 0.3160
S 3.1462 1.1145 1.7259
C 3.7683 2.3001 -0.6818
F 4.9716 1.7619 -0.5432
C 3.4935 3.0142 -1.8306
F 4.4105 3.1536 -2.7767
Br 6.0445 0.3271 -6.1107
C 4.3093 0.5235 -5.3929
C 3.3122 1.1062 -6.1622
C 2.0370 1.2585 -5.6343
C 1.7596 0.8328 -4.3466
C 2.7704 0.2514 -3.5872
C 4.0531 0.0934 -4.1050
C 2.5082 -0.1530 -2.1936
O 1.3701 0.0128 -1.6576
O 3.4377 -0.6363 -1.4730
H 3.5341 1.4413 -7.1659
H 1.2629 1.7166 -6.2346
H 0.7730 0.9503 -3.9188
H 4.8322 -0.3457 -3.4984
N -4.5674 0.5162 3.1855
C -5.9429 0.4501 3.1129
C -6.9489 0.7831 4.0176
C -8.2432 0.5727 3.5952
C -8.5338 0.0500 2.3200
C -7.5351 -0.2747 1.4314
C -6.2145 -0.0666 1.8393
N -5.0351 -0.2950 1.1588
C -4.0899 0.0634 1.9828
C -2.6701 -0.0337 1.6490
C -2.3057 -0.3451 0.3404
C -0.9719 -0.4533 0.0176
N 0.0071 -0.2777 0.9188
C -0.3373 0.0358 2.1735
C -1.6488 0.1637 2.5772
H -4.0351 0.8995 3.9455
H -6.7321 1.1837 4.9987
H -9.0611 0.8145 4.2605
H -9.5681 -0.0956 2.0397
H -7.7501 -0.6750 0.4502
H -3.0722 -0.4958 -0.4059
H -0.6576 -0.6734 -0.9926
H 0.4728 0.2019 2.8720
H -1.8517 0.4111 3.6100
```

Output
ΔE to the lowest compared entry with this formula, charge and spin in kcal per mole: 0.0
LUMO level (alpha / beta) in eV: -3.1 / -4.9
HOMO-LUMO gap (alpha / beta) in eV: 7.7 / 5.9
<S²>: 8.774
Net charge: +1
2S+1: 6

Results of the natural (NBO) charge analysis, in e, for atoms 1 through 5:
1. Ru 1.34
2. C -0.65
3. C -0.02
4. C -0.27
5. C -0.19